Record 1
The following is a DFT calculation (ωB97M-V/def2-TZVPD) of a structure of composition C28H30BrIN5STb.

The geometry in XYZ format:
```
67
Properties=species:S:1:pos:R:3:forces:R:3:lowdin_charge:R:1
Tb -0.15725 0.84373 -0.43687 -0.0133 1.1352 0.0478 1.299
C 0.76392 3.86336 -2.42806 -0.0120 0.0347 0.0566 -0.019
C -0.11708 3.68271 -1.21868 0.0079 0.0972 -0.3030 -0.335
C 0.30095 4.08132 0.05233 0.0357 0.0076 0.0150 -0.055
C -0.54729 3.99138 1.14806 0.0023 -0.0777 0.0228 -0.050
C -1.84456 3.50776 0.99309 0.0753 -0.0568 0.0630 -0.083
C -2.27532 3.10485 -0.26181 -0.0592 -0.0257 -0.1392 -0.138
C -1.41340 3.17412 -1.35766 -0.1621 0.3555 -0.1834 -0.150
H 1.77313 4.15691 -2.14534 0.0001 -0.0091 0.0116 0.090
H 0.35175 4.64752 -3.06525 0.0111 0.0077 0.0027 0.107
H 0.82268 2.95788 -3.03414 -0.0166 -0.0210 -0.0025 0.062
H 1.28934 4.50772 0.17191 0.0142 -0.0508 0.0094 0.132
H -0.21013 4.33624 2.11781 0.0029 -0.0118 -0.0019 0.129
H -2.52689 3.48772 1.83339 0.0044 0.0126 -0.0112 0.124
H -3.29638 2.77969 -0.40050 -0.0012 -0.0474 0.0161 0.089
H -1.78604 2.93613 -2.35024 0.0217 -0.1300 0.0075 0.127
C 2.95423 -4.18793 -3.01692 0.0036 0.0081 0.0317 -0.073
C 1.45060 -3.95892 -3.00429 0.0518 0.1404 -0.0267 -0.219
N 1.08983 -2.55961 -3.25587 0.0571 0.1819 -0.3418 -0.013
C 0.98767 -1.61966 -2.32163 0.0637 -0.2664 0.3331 -0.772
S 0.46685 -0.01960 -2.86950 -0.1862 -0.1411 0.2741 0.547
N 1.32585 -1.98462 -1.09581 -0.1264 -0.0539 0.0335 0.015
N 0.92146 -1.17699 -0.07854 0.2438 -0.2879 -0.3849 -0.141
C 1.42911 -1.40325 1.08779 -0.0783 -0.0938 0.1655 -0.264
C 2.49985 -2.41229 1.32482 0.0053 -0.0190 0.0946 0.003
C 0.84483 -0.64482 2.22134 0.1831 -0.1611 -0.1988 -0.233
C 1.27098 -0.86860 3.51839 -0.0334 -0.0085 0.2312 0.023
C 0.64774 -0.20112 4.56384 0.0748 -0.0677 0.0099 0.003
C -0.38716 0.67580 4.28637 -0.0359 0.0280 -0.0026 -0.013
C -0.73822 0.87075 2.96451 0.0037 -0.0197 -0.0082 -0.109
N -0.13713 0.24146 1.94723 -0.0342 -0.1187 -0.1078 -0.036
H 3.17778 -5.21286 -2.72086 -0.0087 0.0062 -0.0260 0.083
H 3.44743 -3.51419 -2.31550 -0.0066 -0.0210 0.0044 0.064
H 3.37347 -4.02473 -4.00945 -0.0048 0.0226 0.0013 0.079
H 1.02479 -4.23881 -2.04420 -0.0268 0.0072 0.0197 0.111
H 0.95926 -4.54546 -3.77884 -0.0002 -0.0420 -0.0060 0.122
H 0.95061 -2.26170 -4.20943 -0.0251 -0.0603 0.0425 0.120
H 2.92643 -2.72883 0.38003 0.0008 0.0015 -0.0161 0.072
H 2.09491 -3.29459 1.82807 0.0046 0.0144 0.0069 0.113
H 3.28588 -1.99718 1.95773 -0.0148 -0.0153 -0.0058 0.094
H 2.06422 -1.57486 3.71346 -0.0253 0.0170 0.0245 0.122
H 0.95987 -0.37870 5.58486 -0.0022 0.0044 -0.0157 0.131
H -0.91928 1.19550 5.07093 0.0203 -0.0132 -0.0153 0.126
H -1.53883 1.54856 2.70337 -0.0011 -0.0013 -0.0027 0.099
Br -2.43914 -2.31489 -3.90470 0.0394 -0.0162 0.0851 0.786
C -3.19721 -0.60193 -4.05428 -0.0745 0.0520 -0.0938 -0.740
C -3.51787 -0.13786 -5.32267 -0.0166 0.0681 -0.0731 -0.104
C -4.13221 1.09454 -5.48507 0.0261 -0.0167 -0.0088 -0.044
C -4.45071 1.87304 -4.38199 0.0035 -0.0186 0.0843 -0.055
C -4.13656 1.42121 -3.10768 -0.0097 0.0595 -0.2508 -0.163
C -3.49971 0.19761 -2.96145 0.0940 0.0682 0.0414 -0.703
I -3.06088 -0.40693 -1.01456 -0.1947 -0.4033 0.3447 1.054
H -3.28978 -0.75462 -6.18093 -0.0163 0.0085 -0.0037 0.112
H -4.37474 1.43905 -6.48130 -0.0077 -0.0105 0.0103 0.122
H -4.95469 2.82220 -4.50427 0.0021 -0.0098 -0.0107 0.119
H -4.40837 2.00889 -2.24137 -0.0078 -0.0198 -0.0072 0.089
C 4.88513 2.04261 0.33511 0.0342 0.0349 0.0039 -0.015
C 4.46569 1.68858 -0.93514 0.0542 -0.0146 -0.0288 -0.015
C 3.11900 1.47381 -1.16535 -0.0582 0.0054 0.0593 -0.128
N 2.18804 1.61112 -0.20673 0.2236 -0.0694 0.1860 -0.073
C 2.61026 1.96369 1.02253 -0.0796 0.0445 -0.0642 -0.149
C 3.93325 2.18364 1.33652 0.0342 -0.0033 0.0170 -0.023
H 5.93351 2.21315 0.54328 -0.0181 -0.0101 -0.0024 0.128
H 5.16933 1.56974 -1.74732 -0.0098 0.0041 0.0129 0.125
H 2.76060 1.17354 -2.13996 -0.0171 -0.0029 -0.0184 0.066
H 1.84634 2.08755 1.78241 -0.0156 -0.0133 0.0076 0.103
H 4.20931 2.46337 2.34376 0.0010 0.0025 -0.0162 0.123
```
Positions in Å, forces in eV/Å.

Its net charge is +2. The HOMO energy (spin up / spin down) is -13.41 / -13.41 eV. For the LUMO energy (spin up / spin down), the calculation gives -6.34 / -6.24 eV. For the total energy, the calculation gives -148376.134 eV. Its multiplicity is 7.

=====

Record 2
The following is a DFT calculation (ωB97M-V/def2-TZVPD) of a structure of composition C28H30N3O2PSV.

The geometry in XYZ format:
```
66
Properties=species:S:1:pos:R:3:forces:R:3:lowdin_charge:R:1
V -0.04637 0.26811 0.14982 0.2678 0.4104 0.0468 0.949
N 0.57499 0.24735 2.16418 0.0056 -0.0147 -0.0545 0.023
C 0.40958 1.57434 2.81064 0.0267 -0.2110 -0.0232 -0.304
C 0.26080 1.62618 4.18466 -0.0277 0.2214 -0.0681 0.003
C 0.10971 2.86718 4.79502 0.0064 -0.0691 -0.0222 -0.004
C 0.10478 4.02845 4.03317 0.0033 -0.0233 -0.0025 -0.012
C 0.24915 3.96116 2.65619 -0.0265 -0.0314 -0.0251 -0.028
C 0.41110 2.72719 2.02147 -0.0561 0.0955 0.1512 -0.322
P 0.59188 2.60386 0.22748 0.0834 -0.0543 -0.0184 1.053
C -0.24728 3.94383 -0.59201 -0.0401 -0.0263 -0.0200 -0.372
C 0.42490 5.15144 -0.79331 0.0835 0.0499 0.0069 -0.074
C -0.24782 6.21863 -1.36340 -0.0526 0.0063 -0.0131 -0.028
C -1.57945 6.08451 -1.73614 -0.0012 -0.0279 0.0128 -0.017
C -2.24779 4.88075 -1.54531 0.0562 0.0450 0.0073 -0.038
C -1.58411 3.80969 -0.97378 -0.0684 -0.1007 -0.0118 -0.084
C 2.35256 2.65938 -0.15698 -0.0177 -0.0265 0.1336 -0.375
C 2.74940 2.72963 -1.49639 -0.0390 0.0265 -0.0964 -0.116
C 4.09557 2.81826 -1.80960 0.0214 -0.0207 0.0231 -0.052
C 5.04988 2.82200 -0.79566 -0.0206 -0.0076 -0.0220 -0.032
C 4.65990 2.73644 0.53326 -0.0310 0.0024 -0.0094 -0.037
C 3.31144 2.65829 0.85749 0.0438 -0.0186 0.0179 -0.071
H 0.06882 -0.44220 2.72423 0.0014 -0.0071 -0.0189 0.133
H 1.55336 -0.04538 2.23581 0.0114 0.0798 -0.0053 0.135
H 0.26615 0.72279 4.78077 0.0033 -0.0458 0.0235 0.133
H -0.00516 2.92245 5.86880 -0.0023 -0.0020 0.0141 0.134
H -0.01668 4.98878 4.51434 -0.0014 0.0170 0.0048 0.133
H 0.22489 4.86947 2.06791 0.0052 0.0110 -0.0238 0.122
H 1.46504 5.26715 -0.51288 0.0028 -0.0388 0.0098 0.120
H 0.26693 7.15549 -1.51963 0.0208 0.0345 -0.0035 0.127
H -2.09860 6.92108 -2.18224 -0.0111 0.0226 -0.0197 0.129
H -3.27954 4.77959 -1.84854 -0.0421 -0.0027 -0.0101 0.123
H -2.11270 2.87131 -0.83993 0.0526 0.0250 0.0089 0.085
H 2.01396 2.77672 -2.29289 -0.0280 -0.0110 0.0282 0.120
H 4.40152 2.91294 -2.84246 0.0123 0.0094 -0.0322 0.127
H 6.09778 2.91633 -1.04412 0.0397 -0.0030 -0.0085 0.128
H 5.40120 2.76685 1.31917 0.0225 -0.0101 0.0288 0.126
H 3.01729 2.64649 1.89995 -0.0227 -0.0014 0.0129 0.111
O 0.94306 -0.74264 -1.02608 0.5377 -0.1434 -0.2340 -0.638
S 2.15224 -0.63602 -2.09079 -0.5769 0.1367 0.2172 1.139
C 2.21299 -2.31813 -2.75742 0.0540 -0.0131 -0.0037 -0.270
C 3.67120 -2.74765 -2.59303 -0.0512 -0.0224 -0.1024 -0.196
C 4.09437 -2.27073 -1.20898 0.0813 0.0275 0.0727 -0.192
C 3.67420 -0.80462 -1.12626 -0.0716 -0.0288 0.0645 -0.287
H 1.83768 -2.28934 -3.77758 0.0274 -0.0362 -0.0305 0.110
H 1.54030 -2.89818 -2.12269 -0.0055 0.0089 -0.0086 0.111
H 4.28998 -2.29552 -3.37011 0.0226 0.0000 0.0055 0.134
H 3.74531 -3.82752 -2.71164 0.0087 -0.0077 0.0303 0.141
H 5.16972 -2.35679 -1.05649 -0.0266 -0.0128 0.0063 0.139
H 3.59954 -2.85456 -0.43099 -0.0007 -0.0056 -0.0154 0.129
H 4.36943 -0.12210 -1.61773 0.0606 -0.0247 -0.0481 0.102
H 3.47077 -0.40366 -0.13182 0.0436 0.0026 -0.0142 0.096
N -4.16233 -2.72237 -2.47718 0.1442 -0.0527 -0.1444 0.197
C -4.81280 -1.73188 -1.83535 -0.0753 0.0889 0.0519 -0.490
O -5.96712 -1.43434 -2.01132 0.0434 0.0482 0.0219 0.128
C -4.01362 -0.89779 -0.84066 0.0192 0.0918 -0.0682 -0.063
C -4.75325 -0.21927 0.12605 -0.0083 -0.0738 -0.0213 0.082
C -4.11346 0.61829 1.02570 0.1026 0.1074 0.0469 0.026
C -2.74862 0.78111 0.92253 -0.0981 -0.0133 0.0193 -0.102
N -2.02463 0.14151 -0.02235 -0.3591 -0.1194 0.1141 -0.099
C -2.65137 -0.67992 -0.89329 -0.0562 -0.1670 -0.0924 -0.029
H -4.70397 -3.28523 -3.11714 -0.0170 -0.0149 0.0151 0.138
H -3.29460 -3.10426 -2.14919 -0.0126 -0.0485 0.0532 0.105
H -5.82784 -0.35959 0.13769 -0.0008 0.0103 0.0117 0.152
H -4.66440 1.15011 1.78793 0.0005 0.0145 0.0155 0.138
H -2.20886 1.44559 1.59388 -0.0083 -0.0286 -0.0109 0.120
H -2.02399 -1.13865 -1.65040 -0.0590 -0.0268 0.0266 0.130
```
Positions in Å, forces in eV/Å.

Its net charge is +3. The HOMO energy (spin up / spin down) is -17.21 / -17.15 eV. For the LUMO energy (spin up / spin down), the calculation gives -10.10 / -9.47 eV. For the total energy, the calculation gives -83876.195 eV. Its multiplicity is 3.

=====

Record 3
The following is a DFT calculation (ωB97M-V/def2-TZVPD) of a cluster of 2 separate species, C28H30N3O4PS in total.

The geometry in XYZ format:
```
67
Properties=species:S:1:pos:R:3:forces:R:3:lowdin_charge:R:1
C 3.42441 2.53014 1.40730 -0.2223 0.1685 -0.1504 -0.115
C 4.20911 1.15472 1.48772 -0.5043 0.8926 0.9473 -0.243
N 4.50786 0.56224 0.13168 -1.9184 -0.2778 0.8186 -0.023
C 3.25788 -0.08259 -0.27098 -1.1607 -0.5680 -1.2008 -0.243
C 2.94073 -1.42678 0.25139 -1.4764 0.1922 -0.8044 0.010
C 1.68567 -2.12774 -0.06699 0.8455 2.9376 -1.0524 0.033
C 0.75043 -1.40900 -0.94742 0.6147 0.9751 0.0445 -0.057
C 1.05612 -0.07522 -1.50375 0.9726 -0.7007 1.0348 -0.047
C 2.32543 0.62035 -1.17454 -0.0460 -2.7601 0.2640 -0.186
P 2.58520 2.32450 -1.90802 -2.8880 1.0255 0.6673 0.766
N 1.42844 3.25602 -1.30047 0.6334 -0.4228 -0.5766 -0.299
C -0.02734 0.59864 -2.42739 -0.8094 -0.7174 0.9824 -0.289
O 0.22941 1.16732 -3.46312 0.1564 -0.2998 0.7136 0.065
C -1.49975 0.42167 -1.90854 -0.2917 -0.6947 0.6702 -0.003
C -2.45460 1.52706 -1.95037 -0.2165 -1.4533 0.6376 -0.093
C -2.06145 2.91950 -2.51029 0.0484 0.2192 0.0117 -0.035
C -3.80100 1.28495 -1.40387 1.6232 -0.9504 -0.2368 -0.053
C -4.80885 2.48715 -1.41800 0.8869 -1.3842 1.5307 -0.267
C -5.07734 3.07397 -0.11068 -1.8460 2.2459 -1.4977 -0.006
C -5.99555 4.24751 -0.09856 1.4153 -2.4365 -3.2192 -0.022
C -6.46768 4.59983 -1.44908 0.0153 -0.0192 0.6577 -0.067
C -6.13217 3.88166 -2.67196 0.4493 0.1707 2.4798 -0.112
N -5.28720 2.80923 -2.64382 -0.7933 1.3790 1.4918 0.104
C -4.11697 -0.03082 -0.85419 0.3270 -0.0193 -0.1928 -0.127
C -5.54837 -0.23198 -0.24394 0.5426 0.7757 0.5766 -0.121
C -6.70110 -0.21753 -1.31346 1.1284 -0.7798 0.7639 -0.225
O -6.85744 -1.20354 -1.99293 -0.3607 1.0151 0.1481 0.050
C -3.14979 -1.15485 -0.81515 0.8725 1.5993 -1.7370 -0.429
S -3.51909 -2.79411 -0.11439 -0.3601 0.3094 -0.1787 0.775
C -1.80540 -0.92471 -1.35279 -1.2518 2.0039 -0.0057 -0.058
C -0.65025 -1.99540 -1.34538 0.1191 1.1181 0.1281 -0.303
O -0.83156 -3.14511 -1.65341 0.2756 0.5682 0.3419 0.089
H 3.79506 3.18888 0.57187 -0.1595 -0.6268 0.8636 0.045
H 2.32066 2.39306 1.21272 1.1760 0.0342 0.1521 0.067
H 3.51978 3.13893 2.34930 -0.0060 -0.7665 -0.8110 0.077
H 5.13031 1.29259 2.10930 -0.5437 -0.1972 -0.8326 0.105
H 3.53322 0.45801 2.06387 0.9532 0.4620 -0.7069 0.114
H 4.69886 1.34143 -0.50744 -0.0057 -0.5052 0.3534 0.059
H 3.66738 -1.95399 0.92421 -0.7138 0.7796 -0.7292 0.104
H 1.44275 -3.13430 0.35866 0.3121 1.1498 -0.5618 0.125
H 2.43299 2.31626 -3.33560 0.9178 -0.5539 0.6672 0.021
H 3.84496 2.88480 -1.55721 0.0483 -0.9078 -0.3790 -0.008
H 0.83409 3.61279 -2.05031 0.3000 0.0135 0.3091 -0.063
H -0.95478 3.05862 -2.60230 -1.1366 -0.4380 0.1089 0.042
H -2.42400 3.77442 -1.86625 0.1318 -1.1086 -0.5494 0.096
H -2.50202 3.05896 -3.53128 0.3093 -0.1627 0.8749 0.097
H -4.61550 2.69986 0.83636 -0.3734 0.2385 -1.2052 0.121
H -6.28710 4.78851 0.82567 0.2523 -0.4223 -0.9406 0.101
H -7.14049 5.49215 -1.54610 0.6816 -1.0003 0.0703 0.096
H -6.54862 4.21088 -3.64849 0.4042 -0.3649 0.8653 0.109
H -5.67767 0.59894 0.51331 -0.1315 -0.8131 -0.9048 0.103
H -5.57277 -1.18534 0.34369 -0.0721 0.6863 -0.8368 0.081
H -7.34056 0.71118 -1.36394 0.3448 -0.6707 -0.1656 0.126
H -4.17360 -3.49728 -1.11273 0.5415 1.0108 0.3620 -0.085
C 5.12058 -5.58536 4.26539 -0.0688 -0.3398 -0.0405 -0.177
C 6.17418 -4.72549 3.59445 0.2396 0.2193 0.1422 -0.177
C 5.38949 -4.09861 2.45633 -0.1236 -0.0365 -0.2692 -0.212
O 4.03269 -3.97767 2.90597 0.2103 -0.1181 0.0826 -0.157
C 3.87578 -4.72933 4.11703 -0.1619 0.2347 0.1093 -0.205
H 5.34781 -5.82910 5.30351 -0.0316 0.0287 -0.0376 0.113
H 4.99864 -6.52174 3.71299 -0.0077 0.0257 0.0564 0.116
H 6.51472 -3.94916 4.28597 0.0185 -0.0302 -0.0496 0.115
H 7.04620 -5.28394 3.25329 -0.0489 0.0292 -0.0144 0.114
H 5.39362 -4.74066 1.56907 0.0975 0.0217 -0.0159 0.119
H 5.77161 -3.11475 2.17544 -0.1025 0.0028 -0.0052 0.113
H 3.78254 -4.01771 4.94443 -0.0238 -0.0754 0.0590 0.117
H 2.96141 -5.32286 4.06423 -0.0081 0.0894 -0.0787 0.117
```
Positions in Å, forces in eV/Å.

The SMILES is CCNc1ccc2c(c1[PH2]=N)C(=O)c1c(C)c(-c3ccccn3)c(CC=O)c(S)c1C2=O.C1CCOC1. The HOMO energy is -8.44 eV. For the LUMO energy, the calculation gives -0.62 eV. For the total energy, the calculation gives -62300.997 eV. Its multiplicity is 1.